Density functional theory data (wB97M-V/def2-TZVPD) for a single C2H5ClO molecule.

Geometry (Å):
C  0.8490  -0.4845  -0.3020
C  -0.2389  0.3252  0.4352
O  -1.5864  -0.0658  0.1634
Cl  -0.2119  2.1190  0.1835
H  0.9363  -1.2004  0.5454
H  0.4223  -1.0610  -1.1464
H  1.7066  -0.0120  -0.6858
H  -0.0466  0.2039  1.5073
H  -1.8305  0.1757  -0.7007

As for the multiplicity: 3. The expectation value of S² is 2.0046. The net charge is 0. The value obtained for the HOMO energy (spin up / spin down) is -4.22 / -10.81 eV. The calculation puts the LUMO energy (spin up / spin down) at 0.9 / -4.3 eV. The calculation puts the max |F| at 0.118 Eh/bohr.

---

Density functional theory data (wB97M-V/def2-TZVPD) for a molecular structure, C16H10FIrN4O7.

Geometry (Å):
Ir  0.1676  0.0718  0.0899
N  -1.9262  -0.3024  0.4776
C  -2.4917  0.0572  1.7414
C  -3.7933  -0.1204  2.1097
C  -4.2086  0.2831  3.3945
C  -3.3152  0.8500  4.2631
C  -1.9652  1.0339  3.8863
C  -0.9809  1.6047  4.7254
C  0.2899  1.7105  4.2599
C  0.5942  1.2570  2.9587
N  -0.2848  0.7370  2.1368
C  -1.5689  0.6225  2.6061
H  -2.0022  -1.2969  0.2847
H  -2.3592  0.1919  -0.2973
H  -4.5021  -0.5668  1.4229
H  -5.2393  0.1400  3.6879
H  -3.6256  1.1639  5.2515
H  -1.2507  1.9422  5.7186
H  1.0921  2.1320  4.8478
H  1.5854  1.3145  2.5774
O  2.9444  -0.4363  -2.9734
C  2.5850  -0.0728  -1.8751
O  1.3619  -0.2059  -1.4518
C  3.5438  0.5691  -0.9434
C  4.8490  0.7777  -1.3539
C  5.7491  1.3796  -0.5027
C  5.3666  1.7915  0.7633
C  4.0693  1.5766  1.1417
C  3.1065  0.9528  0.3207
O  1.8838  0.7608  0.7807
N  3.6716  2.0340  2.4818
O  3.8309  1.2674  3.4123
O  3.1775  3.1406  2.5744
N  7.1348  1.5988  -0.9266
O  7.8825  2.1489  -0.1388
O  7.4528  1.2194  -2.0339
H  5.1491  0.4637  -2.3433
H  6.0795  2.2695  1.4201
F  -0.7742  -0.7269  -1.3494

The net charge is 0. The value obtained for the HOMO energy is -8.75 eV. The calculation puts the LUMO energy at -1.4 eV. The calculation puts the max |F| at 0.022 Eh/bohr.

---

Density functional theory data (wB97M-V/def2-TZVPD) for a gas-phase ion, C8H12N4 (charge +2).

Geometry (Å):
C  1.4251  -1.1937  0.3949
C  0.7233  -1.7327  1.3693
C  -2.3138  0.4490  1.5986
C  -1.7429  2.2634  0.3160
C  -1.0273  -0.2518  1.2566
C  0.8482  -0.2058  -0.5913
C  1.8042  0.8239  -1.2292
C  0.2890  -1.1609  -1.7507
N  -2.6348  1.5818  1.0647
N  -0.3029  0.4668  0.1489
N  -0.4614  -1.2319  1.8842
N  -0.7134  1.6592  -0.1339
H  2.3548  -1.5863  0.1407
H  1.1106  -2.6556  1.9528
H  -3.0738  -0.0701  2.3154
H  -2.0212  3.3215  -0.0930
H  1.5498  1.4730  -1.9332
H  2.6086  0.2112  -1.6850
H  2.2397  1.4189  -0.4267
H  -0.7120  -0.8726  -2.1502
H  0.3585  -2.1344  -1.5171
H  0.8545  -1.0339  -2.6913
H  -1.0289  -1.6296  2.6853
H  -0.1340  2.0904  -0.9257

The net charge is +2. The value obtained for the HOMO energy is -17.63 eV. The calculation puts the LUMO energy at -10.0 eV. The calculation puts the max |F| at 0.124 Eh/bohr.

---

Density functional theory data (wB97M-V/def2-TZVPD) for 15 unconnected molecules or ions with the total composition C45H60O45.

Geometry (Å):
C  0.4964  -7.1474  0.6322
C  1.8662  -7.3586  -0.0373
O  1.9500  -8.7387  -0.1228
C  1.1521  -9.2725  0.8427
O  1.3109  -10.4292  1.1748
O  0.2587  -8.3566  1.2314
H  -0.2917  -6.8730  -0.0691
H  0.5145  -6.3223  1.3443
H  2.5869  -6.9059  0.6438
H  1.8448  -6.9436  -1.0450
C  4.9072  0.5136  -2.2651
C  6.3273  0.1279  -1.8548
O  7.1125  0.7452  -2.8334
C  6.4448  1.0356  -3.9196
O  6.9195  1.5163  -4.9382
O  5.1161  0.6833  -3.6555
H  4.4868  1.3390  -1.6905
H  4.3033  -0.3909  -2.1923
H  6.4878  -0.9379  -1.6924
H  6.5844  0.6149  -0.9141
C  -1.4009  5.0773  4.0540
C  -0.0813  4.4968  3.6541
O  0.2296  5.2203  2.4664
C  -0.8330  5.7591  1.9032
O  -0.8842  6.2142  0.7768
O  -1.9170  5.5152  2.7613
H  -1.1000  5.9486  4.6357
H  -2.0505  4.3924  4.5990
H  -0.0968  3.4093  3.5823
H  0.5481  4.6737  4.5263
C  -3.4859  2.2139  1.6474
C  -3.7624  3.4854  0.8344
O  -4.6369  2.9624  -0.2197
C  -4.4997  1.6074  -0.2651
O  -4.9627  0.8242  -1.0790
O  -3.7231  1.1624  0.7110
H  -4.1150  2.2560  2.5366
H  -2.4874  2.2970  2.0767
H  -2.8864  3.9649  0.3975
H  -4.5394  4.1011  1.2874
C  -0.0936  -1.7142  3.8848
C  -0.3283  -2.0057  5.2839
O  0.9296  -2.2682  5.7548
C  1.8890  -1.6846  4.9578
O  3.0944  -1.6369  5.2301
O  1.2848  -1.2225  3.8446
H  -0.8191  -0.9974  3.5002
H  -0.1284  -2.5088  3.1396
H  -0.9922  -2.8698  5.3112
H  -0.8782  -1.2148  5.7940
C  -3.0467  -1.8821  1.8355
C  -4.1166  -2.1490  0.8058
O  -3.7574  -3.3882  0.3309
C  -2.5655  -3.8524  0.8266
O  -2.0319  -4.9376  0.5314
O  -2.1170  -2.9316  1.7056
H  -3.5592  -1.7389  2.7868
H  -2.6291  -0.9165  1.5502
H  -4.1541  -1.4679  -0.0444
H  -5.0817  -2.3100  1.2862
C  -4.8328  1.1940  6.4806
C  -4.2881  2.4938  6.9500
O  -3.1099  2.5716  6.2032
C  -2.8608  1.4334  5.5116
O  -1.9658  1.2590  4.7144
O  -3.7135  0.5594  5.8783
H  -5.6575  1.2771  5.7727
H  -5.2238  0.5404  7.2603
H  -4.0919  2.4651  8.0219
H  -4.9015  3.3770  6.7715
C  3.0351  2.6629  3.2334
C  3.8507  3.4416  2.1946
O  4.1166  2.5570  1.1105
C  3.7112  1.2900  1.4664
O  3.5611  0.3668  0.6518
O  3.2313  1.3172  2.7786
H  1.9902  2.9607  3.1462
H  3.4131  2.8354  4.2411
H  4.7435  3.7430  2.7425
H  3.3441  4.3441  1.8525
C  -3.9737  -3.6684  -4.5260
C  -4.0175  -2.2199  -4.0743
O  -5.3047  -2.2614  -3.4333
C  -5.4489  -3.4126  -2.7873
O  -6.2090  -3.5452  -1.8738
O  -4.5955  -4.3325  -3.3679
H  -2.9759  -4.1071  -4.5308
H  -4.4536  -3.8724  -5.4832
H  -4.0776  -1.6084  -4.9746
H  -3.3289  -1.9850  -3.2626
C  -0.0106  -4.5363  -4.1261
C  -0.3942  -4.0819  -2.6456
O  -0.1789  -2.7009  -2.7633
C  -0.4868  -2.3096  -4.0613
O  -0.6951  -1.1258  -4.4533
O  -0.3823  -3.3663  -4.9029
H  -0.4487  -5.5187  -4.3024
H  1.0702  -4.6250  -4.2365
H  0.3657  -4.5628  -2.0298
H  -1.2974  -4.5102  -2.2110
C  2.4119  -0.6388  -5.9725
C  1.2112  -0.0678  -6.7764
O  0.9354  1.0727  -6.0377
C  1.5349  1.1039  -4.7895
O  1.3301  1.9737  -3.9310
O  2.4335  0.1033  -4.7332
H  3.3027  -0.3168  -6.5119
H  2.4288  -1.7012  -5.7295
H  0.3075  -0.6748  -6.8319
H  1.5841  0.1190  -7.7834
C  -0.0393  0.1088  -1.1374
C  0.2772  -0.9424  -0.1204
O  -0.1059  -0.2626  1.0568
C  -0.0651  1.1013  0.9188
O  -0.2771  1.9442  1.7808
O  0.1723  1.3670  -0.3843
H  -0.9838  0.0288  -1.6755
H  0.6707  0.1192  -1.9644
H  1.3493  -1.1323  -0.1711
H  -0.3181  -1.8332  -0.3207
C  5.0085  -2.6726  1.0084
C  4.4675  -2.4673  2.4339
O  3.1607  -2.9256  2.2921
C  2.9658  -3.4483  1.1210
O  2.0091  -4.0736  0.6693
O  4.1899  -3.6519  0.4865
H  6.0674  -2.9096  0.9045
H  4.9421  -1.8334  0.3160
H  4.6812  -1.4468  2.7518
H  4.9172  -3.1673  3.1381
C  2.1694  3.9962  -1.5388
C  1.3975  4.7956  -0.6492
O  1.6133  6.0979  -1.1565
C  2.0701  6.0428  -2.4041
O  2.2074  6.9536  -3.2068
O  2.4449  4.8133  -2.6186
H  1.4903  3.1963  -1.8338
H  3.0882  3.6700  -1.0514
H  1.7155  4.6312  0.3803
H  0.3545  4.5023  -0.7687
C  -1.3969  5.1763  -2.7738
C  -2.8225  5.1205  -3.3077
O  -3.1731  3.7981  -3.2067
C  -2.1123  3.0124  -2.8305
O  -2.1012  1.7694  -2.8773
O  -1.0811  3.8265  -2.5891
H  -1.4289  5.7020  -1.8195
H  -0.6874  5.6745  -3.4346
H  -2.8666  5.4966  -4.3299
H  -3.5510  5.7260  -2.7685

The net charge is 0. The value obtained for the HOMO energy is -10.46 eV. The calculation puts the LUMO energy at -0.3 eV. The calculation puts the max |F| at 0.108 Eh/bohr.

---

Density functional theory data (wB97M-V/def2-TZVPD) for 2 unconnected molecules or ions with the total composition H3NO2.

Geometry (Å):
N  -1.6322  -0.5285  -0.1031
O  -2.5478  0.1934  0.0201
H  -0.7661  0.0082  -0.4826
O  1.4890  -0.1162  -0.1064
H  1.9656  0.7885  -0.1338
H  1.4914  -0.3453  0.8058

The net charge is 0. The value obtained for the HOMO energy is -8.95 eV. The calculation puts the LUMO energy at 0.3 eV. The calculation puts the max |F| at 0.062 Eh/bohr.

---

Density functional theory data (wB97M-V/def2-TZVPD) for 2 unconnected molecules or ions with the total composition C4H8N3.

Geometry (Å):
C  2.9430  0.8097  0.1442
C  1.7048  0.9142  -0.2115
C  -0.4197  -0.6988  0.1736
C  -1.3847  0.2188  -0.2473
N  -1.8452  1.3902  -0.1165
N  -0.2226  -1.9090  -0.2365
N  -2.7455  0.3100  0.2455
H  3.6009  1.7508  0.3057
H  3.2353  -0.2239  0.3966
H  0.8474  0.1503  -0.2151
H  1.2811  1.9285  -0.3087
H  0.0292  -2.6363  0.4214
H  -0.3593  -2.3038  -1.1422
H  -3.6235  0.1067  -0.3906
H  -3.0411  0.1926  1.1815

The net charge is +1. The value obtained for the HOMO energy is -13.72 eV. The calculation puts the LUMO energy at -5.2 eV. The calculation puts the max |F| at 0.090 Eh/bohr.

---

Density functional theory data (wB97M-V/def2-TZVPD) for a molecular structure, C23H21BaClNO8S.

Geometry (Å):
Ba  0.4634  -0.4881  0.1912
C  0.4311  -3.8541  0.8190
C  -0.7480  -3.2483  1.5399
C  -0.6432  -2.8863  2.8805
C  -1.7434  -2.3877  3.5633
C  -2.9540  -2.2287  2.9056
C  -3.0568  -2.5577  1.5634
C  -1.9614  -3.0660  0.8800
H  0.4065  -4.9435  0.8955
H  1.3808  -3.5259  1.2481
H  0.4179  -3.6234  -0.2480
H  0.3129  -2.9756  3.3827
H  -1.6443  -2.0919  4.6002
H  -3.8069  -1.8163  3.4294
H  -3.9912  -2.4057  1.0378
H  -2.0306  -3.3009  -0.1769
C  0.0889  3.1736  -6.5163
C  0.4993  2.4320  -5.2798
C  0.3680  0.9724  -5.2926
C  0.8190  0.1889  -4.3103
C  1.3818  0.7891  -3.0924
C  1.4007  2.2620  -3.0361
C  1.0386  3.0435  -4.2189
S  2.6938  -0.1474  -2.1871
O  3.6665  -0.0952  -3.2577
O  2.9182  0.6691  -1.0058
N  2.2258  -1.5221  -1.7141
C  1.7389  -2.5368  -2.6305
C  0.1877  -2.6391  -2.5995
O  -0.3294  -3.6167  -3.1400
O  -0.3946  -1.6908  -1.9762
H  -0.8730  2.8122  -6.8835
H  0.8203  3.0138  -7.3126
H  0.0116  4.2441  -6.3338
H  -0.0629  0.5182  -6.1776
H  0.7746  -0.8852  -4.3886
H  2.0105  2.6901  -2.2516
H  1.2143  4.1113  -4.2065
H  2.1250  -3.5095  -2.3192
H  2.0757  -2.3947  -3.6632
Cl  -1.1065  4.2767  7.7593
C  -0.8338  3.2486  6.3708
C  0.4120  2.6712  6.1931
C  0.6178  1.8552  5.0902
C  -0.4056  1.6218  4.1808
C  -1.6459  2.2142  4.3810
C  -1.8697  3.0328  5.4778
C  -0.1793  0.7168  2.9856
O  0.9617  0.2029  2.8476
O  -1.1517  0.5384  2.2119
H  1.2017  2.8604  6.9072
H  1.5758  1.3850  4.9126
H  -2.4275  2.0185  3.6591
H  -2.8310  3.4999  5.6432
O  0.2099  1.7980  -0.9620
O  0.2400  1.5768  -2.3761

The net charge is -1. The value obtained for the HOMO energy is -5.69 eV. The calculation puts the LUMO energy at 2.0 eV. The calculation puts the max |F| at 0.008 Eh/bohr.

---

Density functional theory data (wB97M-V/def2-TZVPD) for a molecular structure, C4H5NO2.

Geometry (Å):
O  2.3407  0.9981  1.6528
C  2.1835  0.1788  0.7892
C  0.8819  0.0251  0.0879
O  1.0770  0.2160  -1.1047
N  -0.2747  -0.1914  0.7344
C  -1.3954  -0.7705  -0.0225
C  -1.4558  0.5132  -0.6363
H  2.9840  -0.4139  0.3105
H  -2.1930  -0.9931  0.6672
H  -1.1493  -1.5737  -0.7060
H  -1.1303  0.6574  -1.6660
H  -1.8686  1.3539  -0.1064

The net charge is 0. The value obtained for the HOMO energy (spin up / spin down) is -9.61 / -9.61 eV. The calculation puts the LUMO energy (spin up / spin down) at -0.6 / -0.6 eV. The calculation puts the max |F| at 0.035 Eh/bohr.

---

Density functional theory data (wB97M-V/def2-TZVPD) for a single C7H6FN3O2 molecule.

Geometry (Å):
O  -1.1865  -0.3716  -3.1458
C  -0.6382  -0.0200  -2.1217
C  0.3539  1.0220  -1.7839
C  0.5608  0.9588  -0.4330
N  1.3489  1.7122  0.4231
C  1.2303  1.4419  1.7383
C  0.5209  0.4552  2.3505
C  -0.3086  -0.3638  1.4791
O  -1.1085  -1.2155  1.9467
N  -0.2328  0.0039  0.1114
N  -1.0200  -0.6348  -0.8415
C  -1.1877  -2.0252  -0.7226
F  -0.0029  -2.7396  -1.0478
H  0.9071  1.5697  -2.6051
H  1.7751  2.4817  -0.0522
H  1.8115  2.0069  2.3735
H  0.4296  0.4127  3.4065
H  -1.8313  -2.4303  -1.4065
H  -1.4215  -2.2642  0.3311

The net charge is 0. The value obtained for the HOMO energy is -8.82 eV. The calculation puts the LUMO energy at 0.2 eV. The calculation puts the max |F| at 0.062 Eh/bohr.